The following is a quantum chemistry calculation of 2 unconnected molecules or ions with the total composition C2H7ClOSi in a non-equilibrium geometry, from the OMol25 dataset.

Geometry as XYZ:
```
12
Properties=species:S:1:pos:R:3
C -0.944 -2.013 0.450
C 0.892 1.954 -0.285
O -0.540 -1.038 -0.472
Si -0.669 1.432 0.705
Cl 1.523 3.430 0.456
H -1.962 -1.734 0.711
H -0.573 -2.010 1.472
H -0.844 -3.060 0.149
H 1.648 1.057 -0.373
H 0.655 2.064 -1.362
H -0.876 1.417 2.160
H -2.028 1.772 0.339
```

- Max |F|: 3.317 eV Å⁻¹
- Calculated total energy: -24630.8223 eV

How is the electron density shared among the atoms? According to Löwdin, the charges in e are:
1 C -0.3453
2 C -0.8101
3 O -0.3484
4 Si 0.8913
5 Cl 0.4898
6 H 0.0444
7 H 0.0416
8 H 0.0668
9 H 0.0833
10 H 0.0403
11 H -0.0690
12 H -0.0848

The following is a quantum chemistry calculation of a molecular structure, C2H7CoO2 in a non-equilibrium geometry, from the OMol25 dataset.

Geometry as XYZ:
```
12
Properties=species:S:1:pos:R:3
C 0.712 -0.410 -1.009
H 0.994 -1.470 -1.156
H -0.258 -0.311 -1.530
H 1.521 -0.031 -1.652
O 0.837 1.593 -0.079
Co 0.561 3.364 -0.279
H 0.576 0.856 0.718
O 0.321 -0.546 0.708
C -1.039 -0.733 1.008
H -1.128 -0.898 2.089
H -1.634 0.161 0.748
H -1.464 -1.575 0.435
```

- Max |F|: 4.142 eV Å⁻¹
- 2S+1: 4
- Charge: -1
- Expectation value of S²: 3.78
- Calculated total energy: -43903.8203 eV

How is the electron density shared among the atoms? According to Löwdin, the charges in e are:
1 C -0.0274
2 H 0.0457
3 H 0.0669
4 H 0.0582
5 O -0.7632
6 Co -0.0903
7 H 0.0003
8 O -0.3285
9 C -0.1909
10 H 0.0793
11 H 0.0781
12 H 0.0717

The following is a quantum chemistry calculation of a molecular structure, C2H7FeO8P in a non-equilibrium geometry, from the OMol25 dataset.

Geometry as XYZ:
```
19
Properties=species:S:1:pos:R:3
Fe -0.515 0.395 -0.060
P -1.346 1.289 2.343
O -0.818 2.064 1.009
O -2.703 1.910 2.659
O -0.399 1.307 3.527
O -1.380 -0.171 1.678
C 2.261 -2.533 -0.160
C 1.314 -1.352 -0.269
O 0.239 -1.484 -0.939
O 1.628 -0.267 0.267
H 3.200 -2.248 -0.642
H 1.848 -3.392 -0.686
H 2.454 -2.770 0.884
O 0.411 1.859 -1.473
H 0.074 2.497 -2.102
H 1.345 2.039 -1.348
O -2.193 0.251 -1.415
H -2.470 0.915 -2.046
H -2.950 -0.309 -1.229
```

- Max |F|: 1.751 eV Å⁻¹
- 2S+1: 5
- Charge: -2
- Expectation value of S²: 6.01
- Calculated total energy: -62247.0572 eV

How is the electron density shared among the atoms? According to Löwdin, the charges in e are:
1 Fe 0.6774
2 P -0.0654
3 O -0.5256
4 O -0.5201
5 O -0.4943
6 O -0.5114
7 C -0.0280
8 C -0.7237
9 O -0.0988
10 O -0.0431
11 H 0.0631
12 H 0.0577
13 H 0.0712
14 O -0.0567
15 H 0.0489
16 H 0.0599
17 O -0.0402
18 H 0.0565
19 H 0.0724

The following is a quantum chemistry calculation of a molecular structure, C2H7INO in a non-equilibrium geometry, from the OMol25 dataset.

Geometry as XYZ:
```
12
Properties=species:S:1:pos:R:3
C -0.771 0.160 -0.583
C 0.273 -0.290 -1.407
N -0.813 0.137 0.714
O 0.194 -0.420 -2.711
I 1.198 0.554 3.258
H 0.155 0.896 -1.215
H -1.686 0.438 -1.090
H 1.259 -0.557 -0.966
H -1.774 0.453 1.166
H -0.083 -0.316 1.312
H 1.064 -0.223 4.586
H 0.984 -0.832 -3.065
```

- Max |F|: 3.417 eV Å⁻¹
- Charge: +1
- Calculated total energy: -13816.3899 eV

How is the electron density shared among the atoms? According to Löwdin, the charges in e are:
1 C -0.1623
2 C -0.1817
3 N 0.0774
4 O 0.0996
5 I 0.6350
6 H 0.2069
7 H 0.1781
8 H 0.1874
9 H 0.2039
10 H -0.0423
11 H -0.3454
12 H 0.1435

The following is a quantum chemistry calculation of 2 unconnected molecules or ions with the total composition C2H7INO in a non-equilibrium geometry, from the OMol25 dataset.

Geometry as XYZ:
```
12
Properties=species:S:1:pos:R:3
C 0.271 -1.171 0.726
C -0.374 0.195 0.561
N 0.241 1.312 0.870
O -0.105 0.026 -1.711
I -2.452 0.104 0.195
H 1.348 -1.154 0.325
H 0.310 -1.628 1.683
H -0.202 -1.803 0.072
H -0.624 0.447 -2.309
H -0.395 2.122 0.590
H 1.165 1.418 1.072
H 0.817 0.132 -2.074
```

- Max |F|: 6.928 eV Å⁻¹
- Charge: +1
- Calculated total energy: -13817.9044 eV

How is the electron density shared among the atoms? According to Löwdin, the charges in e are:
1 C -0.0962
2 C -0.7324
3 N 0.1721
4 O -0.0895
5 I 1.1003
6 H 0.1320
7 H 0.0932
8 H 0.0304
9 H -0.0004
10 H 0.1583
11 H 0.1060
12 H 0.1262

The following is a quantum chemistry calculation of C2H7IP2 in the gas phase in a non-equilibrium geometry, from the OMol25 dataset.

Geometry as XYZ:
```
12
Properties=species:S:1:pos:R:3
C 1.365 -0.460 0.514
C -0.029 -0.011 0.313
P -2.807 -0.240 -1.565
P -0.689 -0.621 -1.063
I 0.358 -3.184 -1.451
H 1.613 -0.456 1.500
H 2.039 -0.062 -0.236
H 1.456 -1.499 0.218
H -0.605 0.028 1.212
H -2.691 0.956 -2.306
H -2.593 -1.056 -2.715
H -0.090 -0.126 -2.088
```

- SMILES: CC=[P@H](P)I
- Max |F|: 3.361 eV Å⁻¹
- Calculated total energy: -28863.1658 eV

How is the electron density shared among the atoms? According to Löwdin, the charges in e are:
1 C -0.2400
2 C -0.4819
3 P 0.5590
4 P 0.3585
5 I 0.0938
6 H 0.0410
7 H 0.0813
8 H -0.0671
9 H 0.0462
10 H -0.1520
11 H -0.1443
12 H -0.0945

The following is a quantum chemistry calculation of a molecular structure, C2H7ISi in a non-equilibrium geometry, from the OMol25 dataset.

Geometry as XYZ:
```
11
Properties=species:S:1:pos:R:3
C 1.172 -1.025 -0.075
C -1.398 0.769 0.324
Si 0.256 0.542 -0.648
I -0.539 -0.333 -3.807
H 1.946 -1.468 -0.791
H 1.853 -0.805 0.659
H 0.426 -1.789 0.348
H -1.039 0.956 1.308
H -1.884 1.655 -0.001
H -1.937 -0.232 0.150
H 1.024 1.847 -0.386
```

- Max |F|: 3.491 eV Å⁻¹
- Calculated total energy: -18164.7545 eV

How is the electron density shared among the atoms? According to Löwdin, the charges in e are:
1 C -0.2780
2 C -0.2549
3 Si 0.6253
4 I -0.2217
5 H 0.0585
6 H -0.0320
7 H 0.0642
8 H 0.0063
9 H 0.0019
10 H 0.0629
11 H -0.0324

The following is a quantum chemistry calculation of 2 unconnected molecules or ions with the total composition C2H7N in a non-equilibrium geometry, from the OMol25 dataset.

Geometry as XYZ:
```
10
Properties=species:S:1:pos:R:3
C 3.104 4.678 0.221
H 4.266 4.783 0.162
H 2.759 5.348 1.031
H 2.687 3.722 0.410
H 2.732 5.089 -0.778
C -2.810 -4.554 -0.005
N -3.284 -4.954 -1.097
H -1.832 -4.122 0.005
H -3.334 -4.820 0.931
H -4.288 -5.169 -0.879
```

- SMILES: C=N.C
- Max |F|: 3.250 eV Å⁻¹
- Calculated total energy: -3676.2220 eV

How is the electron density shared among the atoms? According to Löwdin, the charges in e are:
1 C -0.0748
2 H 0.0497
3 H 0.0097
4 H -0.0164
5 H 0.0318
6 C -0.1640
7 N 0.0001
8 H 0.0456
9 H 0.0681
10 H 0.0502

The following is a quantum chemistry calculation of 2 unconnected molecules or ions with the total composition C2H7N in a non-equilibrium geometry, from the OMol25 dataset.

Geometry as XYZ:
```
10
Properties=species:S:1:pos:R:3
C -2.567 -2.593 2.859
H -2.857 -3.371 3.478
H -2.749 -2.979 1.811
H -1.557 -2.454 3.166
H -3.213 -1.710 2.784
C 1.124 1.322 -1.650
N 2.140 1.957 -2.042
H 0.538 0.688 -2.416
H 0.849 1.555 -0.609
H 2.668 2.198 -1.177
```

- SMILES: C=N.C
- Max |F|: 3.109 eV Å⁻¹
- Calculated total energy: -3675.8675 eV

How is the electron density shared among the atoms? According to Löwdin, the charges in e are:
1 C -0.0474
2 H -0.0207
3 H 0.0403
4 H 0.0043
5 H 0.0235
6 C -0.1727
7 N -0.0186
8 H 0.0857
9 H 0.0609
10 H 0.0447

The following is a quantum chemistry calculation of C2H7N2 in the gas phase in a non-equilibrium geometry, from the OMol25 dataset.

Geometry as XYZ:
```
11
Properties=species:S:1:pos:R:3
C -0.422 -0.628 0.533
C 0.739 0.098 0.738
N 1.493 0.529 -0.447
N -1.385 0.057 -0.426
H -0.876 -1.323 1.206
H 1.314 0.177 1.651
H 2.447 0.748 -0.181
H 1.562 -0.295 -1.042
H -1.824 -0.615 -1.046
H -2.178 0.543 0.030
H -0.870 0.709 -1.015
```

- Max |F|: 1.086 eV Å⁻¹
- 2S+1: 2
- Expectation value of S²: 0.76
- Calculated total energy: -5163.7280 eV

How is the electron density shared among the atoms? According to Löwdin, the charges in e are:
1 C -0.2619
2 C -0.3138
3 N -0.0550
4 N 0.0784
5 H 0.0440
6 H 0.0610
7 H 0.0453
8 H 0.0419
9 H 0.1189
10 H 0.1225
11 H 0.1187